Arrangement a

The following is a quantum chemistry calculation of 2 unconnected molecules or ions with the total composition CH7IN3, from the OMol25 dataset.

Element x y z (Å)
C1 -0.8875 0.1514 0.8381
N1 0.8263 -1.8252 -0.1356
N2 -0.0274 0.9931 0.4890
N3 -0.0044 1.8143 -0.5896
I1 -2.6828 -0.1288 -0.2221
H1 -0.8783 -0.3584 1.7495
H2 1.2274 -2.7048 0.0193
H3 0.2248 -1.8235 -0.9855
H4 0.5907 1.1451 1.3163
H5 1.4704 -1.0990 -0.2858
H6 0.8562 2.2336 -0.7686
H7 -0.7153 1.6022 -1.4250

## Properties
Kohn-Sham gap, hartree: 0.35136
Charge: +1
Lowest unoccupied orbital energy, eV: -4.4
Multiplicity: 1

Atomic partial charges in e from the Mulliken method, atoms 1 to 4: -0.1764, -0.6215, 0.1315, -0.5855

Arrangement b

The following is a quantum chemistry calculation of a molecular structure, CH7IN3, from the OMol25 dataset.

Element x y z (Å)
C1 -0.3235 0.6591 -0.5188
N1 0.8941 -0.8727 0.6179
N2 0.8037 -0.2150 -0.5592
N3 -1.3227 -0.1408 0.0439
I1 0.0314 2.5405 0.5000
H1 -0.6404 1.1033 -1.7592
H2 1.4566 -0.3640 1.2897
H3 1.2822 -1.7801 0.5313
H4 1.6779 0.2063 -0.7656
H5 -1.6965 -0.7887 -0.7390
H6 -0.2511 -0.8133 0.7676
H7 -1.9116 0.4654 0.5915

## Properties
Kohn-Sham gap, hartree: 0.37412
Charge: +1
Lowest unoccupied orbital energy, eV: -3.6
Multiplicity: 1

Atomic partial charges in e from the Mulliken method, atoms 1 to 4: -0.6528, -0.1037, -0.3933, -0.4864

Which structure wins on stability? arrangement a wins.

Arrangement a

The following is a quantum chemistry calculation of a molecular structure, CH2BrPSi, from the OMol25 dataset.

Element x y z (Å)
C1 -2.0066 -0.4236 -0.2986
Si1 2.3601 0.2391 -0.2115
P1 -0.5148 0.0501 -0.4302
Br1 -3.5166 -1.3388 -0.1588
H1 1.8540 1.6892 0.0812
H2 1.8240 -0.2160 1.0179

## Properties
Kohn-Sham gap, hartree: 0.28487
Lowest unoccupied orbital energy, eV: -1.1
Multiplicity: 1

Atomic partial charges in e from the Mulliken method, atoms 1 to 4: 0.1517, 0.0349, -0.1016, 0.0161

Arrangement b

The following is a quantum chemistry calculation of a single CH2BrPSi molecule, from the OMol25 dataset.

Element x y z (Å)
Br1 1.5082 2.1730 0.7858
C1 0.1510 0.9055 0.3583
P1 -1.3334 0.5006 1.1900
Si1 -0.3298 -0.6346 -0.5522
H1 -0.2092 -1.0543 -1.8764
H2 0.2131 -1.8902 0.0946

## Properties
SMILES: BrC1=P[SiH2]1
Kohn-Sham gap, hartree: 0.31098
Lowest unoccupied orbital energy, eV: -0.6
Multiplicity: 1

Atomic partial charges in e from the Mulliken method, atoms 1 to 4: -0.0875, 0.0208, -0.0281, 0.2815

Which structure wins on stability? arrangement b wins.

Arrangement a

The following is a quantum chemistry calculation of a gas-phase ion, C3H10N5 (charge +1), from the OMol25 dataset.

Element x y z (Å)
H1 2.0317 -2.1480 1.2688
N1 1.3312 -1.7217 0.7080
C1 1.8474 -0.6597 0.2887
C2 1.0687 0.2491 -0.6599
N2 1.0521 1.6149 -0.1488
N3 -0.3398 -0.1167 -0.7910
C3 -1.3885 -0.1456 0.0957
N4 -1.4662 0.7266 1.1348
N5 -2.3552 -0.9390 -0.2600
H2 2.9146 -0.2215 0.5648
H3 1.5133 0.0998 -1.6548
H4 1.8579 1.9681 0.3337
H5 0.9176 2.1564 -0.9881
H6 -0.4806 -0.6876 -1.6115
H7 -0.7872 1.5417 1.0108
H8 -2.3234 0.9013 1.6992
H9 -3.2901 -1.1153 0.0712
H10 -2.1035 -1.5028 -1.0617

## Properties
SMILES: [H]/N=C/[C@H](N)NC(N)=[NH2+]
Kohn-Sham gap, hartree: 0.40876
Charge: +1
Lowest unoccupied orbital energy, eV: -2.9
Multiplicity: 1

Atomic partial charges in e from the Mulliken method, atoms 1 to 4: 0.2715, -0.4939, -0.1842, 0.0363

Arrangement b

The following is a quantum chemistry calculation of a gas-phase ion, C3H10N5 (charge +1), from the OMol25 dataset.

Element x y z (Å)
C1 -0.0523 0.7599 2.8583
C2 -0.2656 0.2447 1.6307
N1 -1.6259 -0.7807 1.6543
N2 0.2853 0.3127 0.4830
N3 -0.1963 -0.4494 -0.4957
N4 0.3855 -0.1017 -1.7110
C3 1.4274 0.8964 -1.6965
N5 0.3279 -0.9016 -2.8197
H1 -0.6636 0.3978 3.6570
H2 0.9419 1.2521 3.1340
H3 -2.3887 -0.5486 2.3304
H4 -1.7677 -0.6514 0.5776
H5 -1.2795 -1.7721 1.8373
H6 1.0108 1.8581 -1.5104
H7 2.2538 0.6180 -1.0339
H8 1.7933 0.9397 -2.6656
H9 0.0743 -0.3232 -3.5802
H10 -0.2607 -1.7507 -2.6496

## Properties
SMILES: C=C([NH3+])/N=N/N(C)N
Kohn-Sham gap (spin up / spin down), hartree: 0.27359 / 0.27375
Charge: +1
Lowest unoccupied orbital energy (spin up / spin down), eV: -4.5 / -4.6
Multiplicity: 1

Atomic partial charges in e from the Mulliken method, atoms 1 to 4: -0.8551, 0.5024, -0.4682, -0.1376

Arrangement c

The following is a quantum chemistry calculation of a gas-phase ion, C3H10N5 (charge +1), from the OMol25 dataset.

Element x y z (Å)
H1 1.9046 0.6559 1.0964
N1 1.9527 1.0740 0.2511
C1 1.4487 0.7039 -0.8038
N2 1.5946 1.1675 -2.0240
N3 0.5984 -0.4576 -0.8812
N4 0.1525 -1.0689 0.1940
C2 -0.9413 -0.6173 0.7922
C3 -1.8198 0.4577 0.1932
N5 -1.3836 -1.1122 1.9269
H2 2.1971 2.0072 -2.0955
H3 1.8964 0.4158 -2.6607
H4 0.9384 -1.0450 -1.6712
H5 0.5703 -1.9236 0.5602
H6 -2.7506 0.4294 0.6923
H7 -2.0064 0.2589 -0.8609
H8 -1.3465 1.5551 0.3136
H9 -1.9822 -0.5551 2.5668
H10 -1.0234 -1.9458 2.4107

## Properties
SMILES: [H]/N=C(/N)N/[NH+]=C(\C)N
Kohn-Sham gap, hartree: 0.35846
Charge: +1
Lowest unoccupied orbital energy, eV: -3.5
Multiplicity: 1

Atomic partial charges in e from the Mulliken method, atoms 1 to 4: 0.2302, -0.6360, 0.5430, -0.4949

Which structure wins on stability? arrangement a wins.

Arrangement a

The following is a quantum chemistry calculation of a gas-phase ion, C3H10N5 (charge +1), from the OMol25 dataset.

Element x y z (Å)
H1 2.5951 0.1105 3.8563
N1 2.2071 0.3518 2.9390
N2 1.0116 0.1604 2.8641
N3 0.3858 0.3880 1.6411
N4 -0.6991 1.1723 1.7793
N5 0.7945 -0.3613 0.7568
C1 0.2795 -0.7910 -0.4762
C2 -0.6014 0.1046 -1.3444
C3 -0.7768 -0.5881 -2.6926
H2 -1.2976 1.3166 0.9776
H3 -0.6621 1.9035 2.4745
H4 -0.2469 -1.7339 -0.2664
H5 1.1768 -1.0842 -1.0366
H6 -1.5836 0.2662 -0.8919
H7 -0.1106 1.0703 -1.4900
H8 0.1843 -0.7525 -3.1714
H9 -1.2709 -1.5502 -2.5655
H10 -1.3859 0.0171 -3.3537

## Properties
SMILES: [H]/N=N/[N+](N)=N/CCC
Kohn-Sham gap, hartree: 0.36211
Charge: +1
Lowest unoccupied orbital energy, eV: -5.2
Multiplicity: 1

Atomic partial charges in e from the Mulliken method, atoms 1 to 4: 0.3298, -0.2287, -0.3813, 1.3231

Arrangement b

The following is a quantum chemistry calculation of a molecular structure, C3H10N5, from the OMol25 dataset.

Element x y z (Å)
C1 -1.2588 -0.7146 0.3847
C2 -2.1059 -1.4327 1.2734
C3 1.5352 -0.3210 2.2814
N1 -1.0029 -0.2139 -0.6796
N2 0.2270 0.3216 -0.9055
N3 1.1503 0.2527 -0.0644
N4 0.8359 -0.3546 1.0040
N5 0.5994 1.6542 -3.1241
H1 -1.9982 -1.1327 2.3381
H2 -2.0530 -2.5219 1.0739
H3 -3.2603 -1.3276 0.9200
H4 2.4506 0.1102 2.2391
H5 0.8787 0.2841 2.8074
H6 1.6778 -1.4254 2.5655
H7 -0.1823 2.0018 -3.8005
H8 0.3277 1.1820 -1.9272
H9 0.9417 2.4659 -2.6560
H10 1.2372 1.1720 -3.7303

## Properties
Kohn-Sham gap, hartree: 0.35883
Charge: +1
Lowest unoccupied orbital energy, eV: -3.5
Multiplicity: 1

Atomic partial charges in e from the Mulliken method, atoms 1 to 4: 0.7852, -0.9439, -0.8242, -0.4326

Which structure wins on stability? arrangement b wins.

Arrangement a

The following is a quantum chemistry calculation of a molecular structure, C5H8N4, from the OMol25 dataset.

Element x y z (Å)
C1 -1.6102 -0.1019 -0.1441
C2 -1.5418 1.1966 -0.2293
C3 1.8832 0.5426 0.4576
C4 1.8494 -0.8401 -0.3133
C5 -0.1237 -0.4436 -0.1216
H1 -2.0447 -2.2930 0.8355
H2 -3.3212 -1.2681 -0.9427
H3 -2.4771 1.8475 -0.4115
H4 -0.1263 2.2814 0.8014
H5 2.7838 1.0129 0.0589
H6 1.8105 0.3628 1.5584
H7 2.7591 -1.7739 0.0605
H8 1.9857 -0.7620 -1.4642
N1 -2.6202 -1.0477 0.3706
N2 -0.3426 1.9343 -0.2104
N3 0.5324 0.8385 -0.0959
N4 0.6036 -1.4862 -0.2101

## Properties
Kohn-Sham gap, hartree: 0.28987
Lowest unoccupied orbital energy, eV: 0.0
Multiplicity: 1

Atomic partial charges in e from the Mulliken method, atoms 1 to 4: 0.5219, -0.4006, -0.4385, -0.4227

Arrangement b

The following is a quantum chemistry calculation of a molecular structure, C5H8N4, from the OMol25 dataset.

Element x y z (Å)
C1 -1.8937 1.0038 -2.0786
C2 0.1974 1.9038 -1.0925
C3 0.5617 -0.9529 0.8963
C4 1.5789 -0.2956 1.7548
C5 0.0261 -2.1700 1.3334
H1 -1.7876 -0.1435 -2.0536
H2 -2.7130 1.0099 -1.3166
H3 -2.2326 1.3947 -3.1643
H4 0.8827 2.6912 -0.8912
H5 1.6456 1.2879 0.2026
H6 1.4249 1.1263 1.6092
H7 1.6127 -0.7108 3.0910
H8 2.6358 -0.6436 1.3191
N1 -0.5865 1.9044 -2.0691
N2 0.3583 1.0987 0.0533
N3 -0.1103 -0.1030 0.0987
N4 -0.2744 -3.3210 1.3919

## Properties
Kohn-Sham gap, hartree: 0.31564
Lowest unoccupied orbital energy, eV: -0.6
Multiplicity: 1

Atomic partial charges in e from the Mulliken method, atoms 1 to 4: -0.6374, 0.0253, 0.4734, -0.9367

Arrangement c

The following is a quantum chemistry calculation of a single C5H8N4 molecule, from the OMol25 dataset.

Element x y z (Å)
H1 -0.4681 1.5531 2.0071
N1 -1.1896 2.0100 1.2353
C1 -0.4732 2.2946 0.1537
N2 0.9577 2.2015 -0.0609
C2 1.4074 0.8201 0.0997
N3 0.8432 -0.1480 0.9972
C3 0.3410 -1.3980 0.7871
N4 0.1496 -2.0255 -0.3870
C4 -1.1630 -2.2384 -0.9747
C5 -0.4435 -1.1416 -1.6194
H2 -0.9822 2.8118 -0.4895
H3 2.1832 0.2015 -0.5245
H4 0.1617 -1.9435 1.6373
H5 -1.9847 -2.2926 -0.2048
H6 -1.6568 -3.1732 -1.5447
H7 0.0609 -1.3752 -2.7029
H8 -0.6533 -0.0669 -1.3487

## Properties
SMILES: [H]\N=C/N=C\N=C/N1CC1
Kohn-Sham gap, hartree: 0.32011
Lowest unoccupied orbital energy, eV: -0.3
Multiplicity: 1

Atomic partial charges in e from the Mulliken method, atoms 1 to 4: 0.3085, -0.5551, -0.2637, -0.4620

Arrangement d

The following is a quantum chemistry calculation of a single C5H8N4 molecule, from the OMol25 dataset.

Element x y z (Å)
C1 0.4155 -2.2551 -1.7025
N1 -0.6667 -2.4297 -0.5812
N2 -0.7890 -1.5805 0.4174
C2 -0.2487 -0.2287 0.4685
C3 -0.5029 0.5342 1.5552
N3 -0.3117 1.9087 1.3232
N4 0.1536 2.1083 -0.0562
C4 1.4120 1.3182 -0.2858
C5 0.2159 0.7145 -0.6404
H1 -0.2034 -2.2103 -2.8265
H2 0.9396 -1.1909 -1.3896
H3 1.0906 -3.2731 -1.6958
H4 -0.9177 0.3379 2.4862
H5 -1.1710 2.4107 1.5574
H6 2.0971 0.9162 0.4759
H7 1.9060 1.9326 -0.9918
H8 -0.1955 0.5307 -1.7076

## Properties
SMILES: C/N=N\C1=CNN2C[C@@H]12
Kohn-Sham gap, hartree: 0.31370
Lowest unoccupied orbital energy, eV: 0.2
Multiplicity: 1

Atomic partial charges in e from the Mulliken method, atoms 1 to 4: -0.4537, -0.4533, -0.1562, 0.5364

Which structure wins on stability? arrangement d wins.

Arrangement a

The following is a quantum chemistry calculation of 2 unconnected molecules or ions with the total composition C4H5N2S, from the OMol25 dataset.

Element x y z (Å)
C1 2.3729 -0.9865 0.1018
C2 1.5990 1.0823 0.0134
C3 0.8154 0.0066 -0.0163
C4 -1.3606 0.0773 -0.4501
N1 1.1821 -1.2663 -0.1632
N2 -2.0294 -0.6723 0.4518
S1 3.2474 0.5136 0.1141
H1 1.4327 2.0710 0.1869
H2 -1.1713 -0.1112 -1.4170
H3 -1.2955 1.2079 -0.2731
H4 -2.3608 -0.3785 1.3498
H5 -2.4320 -1.5439 0.1018

## Properties
Kohn-Sham gap (spin up / spin down), hartree: 0.24399 / 0.29637
Charge: +1
Lowest unoccupied orbital energy (spin up / spin down), eV: -6.6 / -5.6
Multiplicity: 1

Atomic partial charges in e from the Mulliken method, atoms 1 to 4: 0.3362, -0.4497, 0.2268, -0.3782

Arrangement b

The following is a quantum chemistry calculation of 2 unconnected molecules or ions with the total composition C4H5N2S, from the OMol25 dataset.

Element x y z (Å)
C1 -0.7923 -1.1101 -0.0779
C2 -2.1487 -0.9973 0.0933
C3 -1.0260 1.1258 -0.3773
C4 2.5262 0.5231 0.2338
N1 1.9017 -0.3378 -0.3779
N2 -0.2513 0.0681 -0.3156
S1 -2.6292 0.6980 0.0175
H1 -0.0298 -1.7746 0.0416
H2 -2.8995 -1.7731 0.4220
H3 -0.6438 2.0834 -0.7080
H4 3.6354 0.1088 0.1966
H5 2.3572 1.3857 0.8520

## Properties
Kohn-Sham gap (spin up / spin down), hartree: 0.26974 / 0.26977
Charge: +1
Lowest unoccupied orbital energy (spin up / spin down), eV: -6.7 / -6.7
Multiplicity: 1

Atomic partial charges in e from the Mulliken method, atoms 1 to 4: -0.1787, -0.3434, -0.0812, 0.0046

Arrangement c

The following is a quantum chemistry calculation of a gas-phase ion, C4H5N2S (charge +1), from the OMol25 dataset.

Element x y z (Å)
C1 0.4982 0.4830 -0.0156
C2 -0.5990 -0.5960 0.1734
C3 -0.9079 -1.1773 1.4110
N1 -0.7792 -1.1817 2.5782
N2 -0.9299 -1.5851 3.7562
C4 -0.3131 -1.7024 4.7765
S1 0.4901 -1.9768 6.0293
H1 0.0802 1.4124 -0.1011
H2 1.0673 0.2613 -0.8497
H3 1.2459 0.3775 0.7398
H4 -0.3889 -1.3919 -0.5040
H5 -1.3872 -0.2523 -0.4081

## Properties
SMILES: CCC#[N+]N=C=S
Kohn-Sham gap, hartree: 0.32404
Charge: +1
Lowest unoccupied orbital energy, eV: -5.6
Multiplicity: 1

Atomic partial charges in e from the Mulliken method, atoms 1 to 4: -1.1033, -0.5190, 0.4732, 0.6374

Which structure wins on stability? arrangement c wins.